{
  "formula": "C22H51F6N7O8P",
  "method": "the ωB97M-V functional and the def2-TZVPD basis",
  "elements": ["P", "F", "F", "F", "F", "F", "F", "O", "C", "N", "C", "H", "H", "H", "H", "H", "O", "C", "N", "C", "H", "H", "H", "H", "H", "O", "C", "N", "C", "H", "H", "H", "H", "H", "O", "C", "N", "C", "H", "H", "H", "H", "H", "O", "C", "N", "C", "H", "H", "H", "H", "H", "O", "C", "N", "C", "H", "H", "H", "H", "H", "C", "C", "N", "C", "C", "C", "C", "H", "H", "H", "H", "H", "H", "H", "H", "H", "H", "H", "H", "H", "H", "H", "O", "C", "O", "C", "C", "C", "H", "H", "H", "H", "H", "H"],
  "xyz": [[-0.5960, 0.0084, 0.4089], [0.7853, -0.7651, -0.0676], [-0.9957, 0.2319, -1.1780], [-1.3198, -1.5120, 0.4431], [-1.9719, 0.8043, 0.9429], [-0.0950, -0.1767, 1.8908], [0.1355, 1.4560, 0.4183], [-2.5940, 0.2039, -5.6669], [-2.5597, 1.1893, -4.9350], [-2.3894, 2.3416, -5.5475], [-2.9644, 1.1580, -3.4591], [-2.1272, 3.1252, -4.9667], [-2.1795, 2.2551, -6.5317], [-2.7883, 0.2434, -2.8930], [-4.0236, 1.3706, -3.3141], [-2.4364, 1.9950, -3.0022], [-4.2597, -4.1777, 2.3566], [-4.6735, -3.9394, 1.1983], [-3.8144, -3.4171, 0.3018], [-6.1402, -4.0579, 0.9803], [-2.9385, -3.1495, 0.7276], [-3.9998, -3.2663, -0.6795], [-6.7299, -4.4254, 1.8201], [-5.9676, -4.8069, 0.2074], [-6.5364, -3.0938, 0.6614], [-0.3946, -5.8247, 0.8205], [0.2670, -5.2358, 0.0415], [1.5901, -5.1874, 0.0961], [-0.5052, -4.6103, -1.0803], [2.0650, -4.8971, -0.7467], [2.0657, -5.7947, 0.7481], [0.1284, -4.0867, -1.7962], [-1.1848, -3.8358, -0.7247], [-0.9480, -5.4070, -1.6780], [2.7567, -3.2825, 3.6074], [1.9484, -2.4736, 3.2283], [1.5258, -2.6793, 2.0014], [1.4066, -1.4490, 4.0991], [0.7084, -2.1794, 1.6818], [1.9225, -3.4286, 1.4525], [0.3715, -1.2037, 3.8616], [1.9015, -0.4808, 4.0232], [1.5475, -1.8173, 5.1153], [-0.8155, 1.3255, 5.7832], [-1.4447, 1.3823, 4.6899], [-0.8957, 2.1741, 3.7765], [-2.6927, 0.5762, 4.4058], [0.0559, 2.4030, 4.0260], [-1.1516, 1.7556, 2.8936], [-2.4576, -0.4806, 4.5324], [-3.0295, 0.6039, 3.3695], [-3.4630, 0.9305, 5.0907], [-7.2032, 1.2173, -1.1954], [-6.4785, 0.3480, -0.9283], [-6.6584, -0.8133, -1.5498], [-5.4426, 0.5463, 0.1625], [-5.8726, -1.4424, -1.4674], [-7.2077, -0.8761, -2.3951], [-4.3865, 0.3449, -0.0168], [-5.6444, -0.1483, 0.9779], [-5.4750, 1.6021, 0.4314], [6.7096, 2.9214, -0.5567], [5.4546, 3.5314, 0.1794], [4.3445, 2.5904, 0.3055], [4.6021, 1.5527, 1.1847], [3.6043, 0.3326, 1.1947], [3.1389, 3.1624, 0.7971], [2.5622, 4.2769, -0.1690], [7.2672, 2.1175, -0.0763], [7.4918, 3.6474, -0.7791], [6.3617, 2.4080, -1.4531], [5.7997, 3.9303, 1.1333], [5.2746, 4.3811, -0.4792], [5.5234, 1.0222, 0.9440], [4.7714, 1.9962, 2.1659], [3.3661, 0.0299, 0.1750], [3.8683, -0.6329, 1.6263], [2.6835, 0.5742, 1.7256], [3.2286, 3.5832, 1.7986], [2.3434, 2.4173, 0.8035], [1.5124, 4.2074, 0.1162], [2.7161, 4.1072, -1.2347], [2.9054, 5.2853, 0.0622], [3.9485, 3.1128, -4.2701], [3.2246, 2.2986, -3.7298], [1.9212, 2.3069, -4.0500], [1.3524, 1.1792, -3.4423], [2.2821, 0.8049, -2.3065], [3.6261, 1.1147, -2.8419], [1.2632, 0.3567, -4.1520], [0.3153, 1.3644, -3.1628], [2.3085, -0.2262, -1.9542], [2.1148, 1.4457, -1.4408], [3.9969, 0.3114, -3.4785], [4.3873, 1.3189, -2.0890]],
  "largest_force_ev_per_a": 5.88,
  "total_charge": -1,
  "e_tot_ha": -2794.99928,
  "lumo_ev": 2.116
}